*w*
Molecular formula: C24H66N6O6
Method: DFT, ωB97M-V/def2-TZVPD

The geometry in ORCA input format:
```
! wB97M-V def2-TZVPD RIJCOSX def2/J DEFGRID3
* xyz 0 1
O -7.7218 4.1754 1.2268
O -3.1606 7.7794 -1.4506
O -5.0031 11.1343 0.0050
O -6.1244 7.4163 -8.4509
O -7.2786 6.8524 -2.6857
O -7.3738 12.0968 -4.7117
N -5.3242 8.3225 -5.5395
N -4.1569 8.9528 -10.9277
N -7.6100 12.5224 -1.0656
N -5.1346 3.4251 2.3096
N -2.0108 4.1852 -1.8591
N -5.8401 7.8696 -0.0725
C -5.7205 8.5204 -9.1793
C -4.3526 8.1156 -9.8429
C -6.9623 12.3866 -3.4008
C -6.4095 9.1675 0.2957
C -6.3332 7.4154 -5.0289
C -5.8544 5.9550 -5.2040
C -7.5271 8.6735 1.1673
C -2.2009 6.6862 -1.4830
C -4.1590 4.9489 -0.9317
C -9.3242 12.7568 -2.6555
C -6.3113 2.6525 2.4642
C -4.3639 12.2845 0.5527
C -3.1452 8.2212 -8.9000
C -2.8925 5.3548 -1.7690
C -7.9978 4.6745 -0.0545
C -7.9847 12.0230 -2.3533
C -5.5138 10.1755 0.9834
C -6.7140 6.3189 -9.1478
C -6.9214 2.9309 3.8574
C -2.6027 9.0170 -0.8870
C -6.5765 12.6761 -5.7231
C -6.4601 7.7308 -3.5243
C -7.3028 2.8295 1.3093
C -8.6110 6.7223 -3.0929
H -5.4567 7.4877 -3.1748
H -7.1642 5.0687 -0.6357
H -5.2719 4.0272 1.5105
H -5.2382 4.1333 3.0223
H -3.2767 5.5298 -2.7739
H -8.6407 4.0704 -0.6947
H -6.2946 2.4133 4.5836
H -4.6340 9.7244 1.4423
H -6.8955 9.7044 -0.5191
H -6.7440 13.7496 -5.8105
H -4.3754 3.8820 -0.8761
H -6.5976 5.1595 -5.2594
H -7.7679 6.4845 -9.3716
H -2.4846 3.4225 -2.3216
H -8.1741 2.1785 1.3816
H -2.1626 7.8637 -9.2081
H -9.1684 6.0064 -2.4888
H -3.1338 9.9468 -1.0907
H -6.1155 1.5806 2.4349
H -3.9892 12.8264 -0.3156
H -7.2850 7.4484 -5.5592
H -5.4675 8.1936 -6.5310
H -6.0870 10.6917 1.7535
H -4.9415 12.9022 1.2404
H -2.5423 8.9419 0.1988
H -9.5609 12.4708 -3.6803
H -1.6627 3.7704 -1.0066
H -10.1634 12.3554 -2.0875
H -6.8770 12.2670 -6.6877
H -1.5921 8.9949 -1.2949
H -8.6162 6.6020 -4.1762
H -5.7868 9.2148 -5.4399
H -8.2325 10.9709 -2.2122
H -3.0757 9.2171 -8.4625
H -6.0924 11.7922 -3.1216
H -6.2699 5.9339 -10.0658
H -6.4621 7.4067 -0.7198
H -6.9422 3.9964 4.0859
H -3.3600 7.6330 -8.0078
H -6.9135 5.4214 -8.5624
H -6.7497 12.1421 -0.6976
H -5.5264 12.5434 -5.4628
H -7.0688 8.2665 2.0687
H -8.2250 9.4773 1.4018
H -6.4772 8.7967 -9.9135
H -5.1194 5.2718 -1.3334
H -4.4294 7.0891 -10.2014
H -5.4970 9.4167 -8.6006
H -5.1266 5.7154 -4.4287
H -3.4131 12.0358 1.0241
H -9.0979 13.8230 -2.6588
H -5.3248 5.8188 -6.1468
H -1.4479 6.8849 -2.2457
H -8.4998 5.6237 0.1328
H -3.2491 8.9301 -11.3697
H -1.7682 6.4851 -0.5030
H -6.6953 2.5950 0.4352
H -8.0799 7.8522 0.7114
H -6.6211 8.7750 -3.2563
H -8.2412 12.2182 -0.3382
H -7.9345 2.5288 3.8493
H -9.0755 7.6668 -2.8094
H -6.6692 13.4303 -3.2871
H -4.4074 9.9312 -10.9209
H -5.1695 8.1001 -0.7918
H -4.2648 5.3273 0.0850
*
```

- Kohn-Sham gap (hartree) = 0.3502
- LUMO (eV) = 0.64
- SMILES = COC[C@H](C)N.COC[C@H](C)N.COC[C@H](C)N.COC[C@H](C)N.COC[C@H](C)N.COC[C@H](C)N



*x*
Molecular formula: C24H66N6O6
Method: DFT, ωB97M-V/def2-TZVPD

The geometry in ORCA input format:
```
! wB97M-V def2-TZVPD RIJCOSX def2/J DEFGRID3
* xyz 0 1
O -4.9339 -3.0243 -7.1871
O 2.8949 -6.9814 -0.2016
O -0.0549 -1.0904 -1.0596
O -1.3762 2.0339 11.8727
O 7.4716 2.4628 -2.0038
O -4.1909 4.6190 -0.7992
N -4.2964 8.4652 -0.7504
N 0.8136 3.6025 10.5610
N 4.4966 -9.9637 -1.4077
N -7.1066 -5.7571 -5.9350
N 8.1488 4.7395 -3.4818
N 0.0258 1.8582 -1.3286
C -0.1286 2.9224 8.4290
C -2.0117 0.9578 12.5707
C 7.8626 3.6651 -1.3524
C 3.6333 -8.8091 -1.4702
C 7.6922 1.2461 -1.2389
C -0.3494 -0.1757 -0.0300
C 2.5773 -6.5419 1.1139
C -6.6521 -3.7060 -4.7962
C 2.3373 -9.2334 -2.1811
C -6.6762 -4.3697 -6.1666
C -0.7168 1.6681 10.6073
C 7.6599 4.9297 -2.1062
C 6.1463 5.2534 -2.1941
C 0.6208 1.9000 1.0036
C -3.5559 -2.7877 -7.5917
C -4.3539 7.2089 -1.3388
C 0.5298 1.0266 -0.2467
C -1.0225 -2.1230 -1.1632
C 3.5044 -8.2128 -0.0585
C -0.3375 2.9582 9.9857
C -4.2487 6.0231 -0.3204
C -5.2418 -4.3406 -6.8630
C -4.9275 4.2462 -1.8722
C -3.3011 7.1443 -2.4328
H 5.6248 4.3566 -2.5285
H -0.1488 1.2840 -2.1409
H -6.4327 -6.2863 -5.4002
H 5.7263 5.5309 -1.2273
H -5.0894 5.9924 0.3727
H 0.3751 2.0013 8.1358
H 2.3765 -9.2043 -3.2700
H 4.5093 -8.0005 0.3064
H 7.3317 3.6409 -0.4007
H 8.6831 0.9129 -0.9305
H -2.0413 1.0685 13.6546
H -3.4045 6.3175 -3.1356
H 1.5873 3.0876 10.1653
H -5.2962 -4.7804 -7.8588
H 4.1342 -8.0308 -2.0460
H 3.0443 -8.8973 0.6540
H -0.9915 -2.7521 -0.2736
H 0.5168 3.7246 8.0711
H -0.7402 -2.6504 -2.0744
H 9.0470 4.2921 -3.5959
H -6.4103 -2.6459 -4.8723
H -3.3322 6.1382 0.2584
H -1.3934 0.0608 12.6024
H 3.5340 -6.3163 1.5851
H 0.1065 1.0744 11.0045
H 0.8310 3.2904 11.5214
H 2.0305 -7.1962 1.7929
H -4.3490 4.0082 -2.7648
H -4.8087 8.4905 0.1197
H -0.2947 -0.6085 0.9688
H -1.3511 0.2141 0.1514
H -3.3791 -3.4936 -8.4032
H -5.3777 7.1917 -1.7124
H 7.3840 0.4334 -1.8966
H -2.9444 0.6639 12.0893
H -4.4353 -4.9359 -6.4349
H -7.6436 -3.7793 -4.3494
H -0.3391 2.0571 1.4955
H -1.2373 3.5725 10.0199
H 7.0237 1.0395 -0.4030
H -0.8130 2.3517 -1.0584
H -5.7955 -4.1822 -4.3192
H 7.5295 4.0006 -3.7829
H -3.3488 8.6430 -0.4497
H -1.0436 2.9226 7.8367
H -8.0114 -5.9603 -5.5350
H -5.5742 5.0913 -2.1081
H 1.5136 0.6875 -0.5710
H 1.0055 2.8838 0.7350
H 2.0377 -10.2727 -2.0462
H -1.3877 1.0532 10.0074
H -2.8440 -3.0515 -6.8096
H 8.9164 3.5443 -1.1015
H 6.0238 5.9749 -3.0019
H -7.4215 -3.9687 -6.8535
H 1.5295 -8.5756 -1.8603
H 4.2799 -10.5085 -0.5853
H 1.2734 1.4413 1.7465
H -3.5020 -1.7414 -7.8924
H 8.1534 5.8079 -1.6899
H -2.0131 -1.7199 -1.3736
H -2.3347 6.9570 -1.9647
H -5.5698 3.3776 -1.7274
H -3.2904 8.0743 -3.0012
H 5.4808 -9.7537 -1.3223
H 1.8482 -5.7573 0.9120
*
```

- Kohn-Sham gap (hartree) = 0.3470
- LUMO (eV) = 0.53
- SMILES = COC[C@H](C)N.COC[C@H](C)N.COC[C@H](C)N.COC[C@H](C)N.COC[C@H](C)N.COC[C@H](C)N



Name the most stable of them. *w*.



*w*
Molecular formula: C5H10FN
Method: DFT, ωB97M-V/def2-TZVPD

The geometry in ORCA input format:
```
! wB97M-V def2-TZVPD RIJCOSX def2/J DEFGRID3
* xyz 0 1
F 1.1464 1.3937 -0.0635
N 0.1476 -0.9595 -0.9518
C -0.5948 -0.0374 0.0500
C 0.3747 -0.6230 1.0687
C -2.0295 -0.1555 -0.0067
C -0.2508 1.3000 -0.0294
C 1.2802 -1.1221 -0.1122
H 1.6129 -2.1496 0.1405
H 2.1982 -0.4131 -0.3546
H -2.5580 0.3094 0.8748
H -2.5197 -0.1722 -1.0144
H 0.0973 -0.2826 -1.7525
H -0.2012 -1.5286 1.4753
H -2.3335 -1.2873 0.2481
H -0.4925 1.8028 -1.0325
H -0.6037 1.7685 0.9130
H 0.7701 -0.0453 1.9136
*
```

- Kohn-Sham gap (hartree) = 0.3706
- LUMO (eV) = 0.97
- SMILES = C[C@@]1(CF)CCN1



*x*
Molecular formula: C5H10FN
Method: DFT, ωB97M-V/def2-TZVPD

The geometry in ORCA input format:
```
! wB97M-V def2-TZVPD RIJCOSX def2/J DEFGRID3
* xyz 0 1
F -3.0077 -0.1724 0.1541
N 0.6265 -0.2689 -0.3517
C -0.4488 1.4938 0.0879
C -1.8493 -0.6141 -0.3869
C 1.5122 -1.2655 0.1255
C 1.0607 1.0859 -0.1594
C -0.6843 -0.0176 0.2628
H -0.8869 1.9301 -0.8251
H 1.1661 -2.2690 -0.1979
H -0.5602 2.1400 0.9716
H 1.5043 -1.3161 1.2602
H 2.5640 -1.1347 -0.2219
H 1.7732 1.1516 0.6772
H 1.6179 1.5292 -1.0657
H -0.6313 -0.1959 1.3498
H -1.9098 -0.3841 -1.4411
H -1.8466 -1.6922 -0.2395
*
```

- Kohn-Sham gap (hartree) = 0.3615
- LUMO (eV) = 1.15
- SMILES = CN1CC[C@H]1CF



Name the most stable of them. *x*.



*w*
Molecular formula: C8H9N3O2S
Method: DFT, ωB97M-V/def2-TZVPD

The geometry in ORCA input format:
```
! wB97M-V def2-TZVPD RIJCOSX def2/J DEFGRID3
* xyz 0 1
S -1.8621 0.8443 0.1515
O -1.8720 2.2145 -0.3040
O -3.2413 0.2886 0.2188
N -2.3031 -2.2688 -0.3711
N 0.3731 -2.0784 0.2197
N -1.1619 0.6172 1.6157
C -1.2041 -1.5720 -0.5144
C 0.4431 0.1859 -0.6978
C 2.4025 1.4499 -0.5240
C 3.0126 0.4951 0.2196
C -0.9620 -0.2444 -1.0113
C 1.0999 1.3257 -0.9671
C 1.1019 -0.8949 0.0362
C 2.3537 -0.6648 0.6306
H -0.3403 1.2448 1.8855
H -3.2347 -1.6893 -0.2325
H 2.8695 -1.5391 1.0574
H 4.1013 0.5235 0.4379
H -1.8434 0.4850 2.3643
H 3.0700 2.3369 -0.8910
H 0.5955 2.1756 -1.4335
H -1.2248 -0.1681 -2.0873
H -2.1735 -3.0671 0.1969
*
```

- Kohn-Sham gap (alpha / beta) (hartree) = 0.2543 / 0.2543
- LUMO (alpha / beta) (eV) = -0.36 / -0.36
- SMILES = NC1=Nc2ccccc2[C@@H]1S(N)(=O)=O



*x*
Molecular formula: C8H9N3O2S
Method: DFT, ωB97M-V/def2-TZVPD

The geometry in ORCA input format:
```
! wB97M-V def2-TZVPD RIJCOSX def2/J DEFGRID3
* xyz 0 1
S -1.9761 -3.3008 0.2305
O -3.0661 2.9472 0.4327
O -4.2887 1.4117 -0.6688
N -3.5403 -2.6502 0.2732
N -3.4049 1.8771 -0.0079
N -0.6829 1.0680 0.0545
C -1.2448 -1.7307 -0.0780
C -2.2926 -0.7151 -0.0930
C 1.2459 -2.1105 -0.0986
C 0.0134 -1.3382 -0.2428
C -0.2310 2.3885 0.3929
C 0.3306 0.1397 -0.4560
C -3.5825 -1.4063 0.0225
C -1.9352 0.5850 0.0900
H -0.9313 3.2515 -0.0033
H -0.2348 2.4497 1.5062
H 1.6829 -2.0220 -1.0160
H 0.7075 0.3221 -1.4316
H -4.5699 -1.0988 -0.2000
H 1.0158 -3.1968 0.1009
H 0.6937 2.5849 -0.1004
H 1.2666 0.3152 0.2510
H 1.8611 -1.4832 0.6905
*
```

- Kohn-Sham gap (alpha / beta) (hartree) = 0.2618 / 0.2617
- LUMO (alpha / beta) (eV) = -0.14 / -0.14



Name the most stable of them. *w*.



*w*
Molecular formula: C2H6N3S
Method: DFT, ωB97M-V/def2-TZVPD

The geometry in ORCA input format:
```
! wB97M-V def2-TZVPD RIJCOSX def2/J DEFGRID3
* xyz 1 1
S -2.2619 -0.8024 0.7942
N 0.2256 0.7805 1.0528
N -0.8422 -1.7573 -1.4992
N -1.4864 -1.6494 -2.4974
C -0.9439 -0.8512 -0.3145
C 0.3466 -0.1105 -0.0755
H -1.4536 0.1058 1.3109
H -0.1070 1.7673 0.8014
H 0.7279 0.0942 -1.0477
H 1.1496 -0.8780 0.2183
H -1.3708 -2.4618 -3.2000
H 1.1140 0.8893 1.5727
*
```

- Kohn-Sham gap (alpha / beta) (hartree) = 0.3022 / 0.3021
- LUMO (alpha / beta) (eV) = -6.01 / -6.01



*x*
Molecular formula: C2H6N3S
Method: DFT, ωB97M-V/def2-TZVPD

The geometry in ORCA input format:
```
! wB97M-V def2-TZVPD RIJCOSX def2/J DEFGRID3
* xyz 1 1
S 2.0959 -0.0093 -0.2122
N 1.1168 -1.1516 -0.0543
N -1.0953 -1.6255 0.0904
N -0.1693 -0.7406 -0.1055
C -0.4980 0.7161 -0.0818
C 0.8031 1.4498 -0.0554
H 1.0901 1.7996 0.8811
H -1.0762 0.8800 0.7770
H -1.1168 -2.4153 -0.5153
H -1.0453 0.9755 -0.9379
H -1.0769 -1.9262 1.0603
H 0.9720 2.0475 -0.8464
*
```

- Kohn-Sham gap (hartree) = 0.3230
- LUMO (eV) = -6.05



Name the most stable of them. *x*.



*w*
Molecular formula: CH2O2S
Method: DFT, ωB97M-V/def2-TZVPD

The geometry in ORCA input format:
```
! wB97M-V def2-TZVPD RIJCOSX def2/J DEFGRID3
* xyz 0 1
S -2.0383 -0.2951 -0.6587
O 1.3151 0.7462 -0.7768
O 1.3072 -0.7207 -0.7039
C 0.7633 0.0292 0.2256
H 0.7649 -0.0531 1.3823
H -2.1122 0.2935 0.5316
*
```

- Kohn-Sham gap (alpha / beta) (hartree) = 0.3296 / 0.2639
- LUMO (alpha / beta) (eV) = -0.41 / -1.84



*x*
Molecular formula: CH2O2S
Method: DFT, ωB97M-V/def2-TZVPD

The geometry in ORCA input format:
```
! wB97M-V def2-TZVPD RIJCOSX def2/J DEFGRID3
* xyz 0 1
S 2.4993 -0.2405 -0.4454
O -1.8257 0.2141 0.0455
O -0.5439 -0.1067 -0.5568
C 1.5091 -0.3309 0.7076
H -0.0890 -0.7190 0.0316
H -1.5498 1.1829 0.2175
*
```

- Kohn-Sham gap (hartree) = 0.3614
- LUMO (eV) = -0.54



Name the most stable of them. *x*.